# 1
Here is a cluster of 9 separate species, C36H72O27 in total at a distorted geometry from the Open Molecules 2025 dataset. Energies are from the ωB97M-V functional and the def2-TZVPD basis.

Properties
Strongest force on any atom in eV/Å: 7.0
Energy relative to the best compared isomer or geometry (same formula, charge and spin) in kJ/mol: 637.4
Frontier orbital gap in eV: 10.874
LUMO level in eV: 0.4
Net charge: 0

Positions of all 135 atoms, in Å:
C: 1.841 4.152 -8.496
C: 2.641 2.928 -8.027
O: 1.954 2.354 -6.893
C: 2.522 1.263 -6.290
O: 3.668 0.894 -6.444
O: 1.580 0.847 -5.524
C: 1.676 -0.430 -4.901
H: 0.760 4.014 -8.463
H: 1.967 4.323 -9.565
H: 1.992 5.086 -7.955
H: 3.632 3.291 -7.754
H: 2.755 2.156 -8.788
H: 0.823 -0.476 -4.225
H: 2.607 -0.638 -4.374
H: 1.553 -1.218 -5.644
C: -5.725 0.986 -1.633
C: -6.471 0.978 -0.255
O: -7.445 2.060 -0.387
C: -7.256 3.260 0.163
O: -6.145 3.709 0.579
O: -8.357 4.057 -0.055
C: -8.414 5.360 0.509
H: -6.423 0.919 -2.468
H: -4.968 0.230 -1.842
H: -5.250 1.963 -1.546
H: -5.742 1.376 0.451
H: -6.898 0.016 0.029
H: -8.743 5.238 1.542
H: -9.121 5.932 -0.093
H: -7.479 5.911 0.609
C: 2.932 2.659 2.949
C: 3.971 2.578 1.753
O: 4.661 1.389 1.997
C: 5.807 1.327 2.462
O: 6.591 2.269 2.716
O: 6.126 0.000 2.537
C: 7.385 -0.447 2.780
H: 3.452 2.835 3.890
H: 2.389 1.719 3.047
H: 2.196 3.462 2.927
H: 4.629 3.425 1.561
H: 3.230 2.463 0.961
H: 7.607 -1.498 2.593
H: 7.444 -0.362 3.865
H: 8.145 0.137 2.261
C: 0.421 -2.044 10.498
C: 0.729 -2.611 9.119
O: 0.665 -1.549 8.147
C: 1.573 -1.375 7.176
O: 2.551 -2.120 7.032
O: 1.201 -0.316 6.357
C: 1.890 -0.163 5.079
H: -0.607 -1.693 10.582
H: 1.016 -1.159 10.722
H: 0.605 -2.871 11.183
H: 0.178 -3.488 8.781
H: 1.714 -3.064 9.231
H: 1.425 -0.803 4.329
H: 2.907 -0.454 5.342
H: 1.909 0.908 4.881
C: -2.051 -0.672 -1.583
C: -1.486 0.097 -0.302
O: -0.090 -0.116 -0.269
C: 0.650 -0.222 0.941
O: 0.259 0.036 2.033
O: 1.931 -0.639 0.627
C: 2.940 -0.954 1.608
H: -2.155 -1.725 -1.323
H: -1.504 -0.601 -2.523
H: -2.976 -0.094 -1.593
H: -2.051 -0.115 0.605
H: -1.547 1.177 -0.438
H: 2.984 -0.144 2.336
H: 3.984 -1.023 1.305
H: 2.716 -1.949 1.994
C: -0.999 3.294 -5.061
C: -1.906 2.072 -5.000
O: -1.454 1.056 -5.933
C: -2.195 0.066 -6.209
O: -3.237 -0.149 -5.566
O: -1.675 -0.614 -7.331
C: -2.528 -1.593 -7.963
H: -1.051 3.791 -6.030
H: 0.029 2.932 -5.078
H: -1.252 4.000 -4.270
H: -2.881 2.503 -5.227
H: -1.886 1.752 -3.958
H: -3.522 -1.194 -8.167
H: -2.555 -2.555 -7.453
H: -2.159 -1.595 -8.989
C: -3.092 -3.078 -4.099
C: -4.125 -4.265 -4.142
O: -3.648 -5.436 -4.815
C: -3.699 -5.601 -6.127
O: -3.938 -4.743 -6.968
O: -3.335 -6.856 -6.397
C: -3.155 -7.176 -7.809
H: -2.165 -3.445 -3.658
H: -3.372 -2.268 -3.426
H: -2.886 -2.632 -5.071
H: -5.064 -3.940 -4.590
H: -4.425 -4.585 -3.144
H: -4.020 -6.834 -8.378
H: -3.033 -8.254 -7.911
H: -2.203 -6.727 -8.089
C: 5.672 -3.272 -0.082
C: 5.429 -4.105 1.216
O: 5.600 -3.318 2.394
C: 5.858 -3.976 3.500
O: 5.892 -5.225 3.608
O: 5.923 -3.036 4.539
C: 6.018 -3.511 5.895
H: 6.619 -2.733 -0.124
H: 4.926 -2.486 -0.197
H: 5.566 -3.866 -0.990
H: 6.285 -4.757 1.043
H: 4.475 -4.628 1.282
H: 4.988 -3.764 6.148
H: 6.440 -2.781 6.585
H: 6.632 -4.411 5.933
C: -2.752 6.128 6.589
C: -1.693 5.185 6.070
O: -2.283 3.976 5.546
C: -1.537 3.092 4.967
O: -0.295 3.147 4.817
O: -2.384 2.095 4.588
C: -1.819 0.764 4.708
H: -2.243 6.929 7.127
H: -3.503 5.564 7.142
H: -3.245 6.622 5.752
H: -1.086 4.927 6.938
H: -0.985 5.686 5.410
H: -2.563 -0.011 4.526
H: -1.269 0.470 5.602
H: -1.111 0.623 3.890

# 2
Here is the molecule C5H8I2 at a distorted geometry from the Open Molecules 2025 dataset. Energies are from the ωB97M-V functional and the def2-TZVPD basis.

Properties
Strongest force on any atom in eV/Å: 4.5
Energy relative to the best compared isomer or geometry (same formula, charge and spin) in kJ/mol: 53.6
Frontier orbital gap in eV: 9.315
LUMO level in eV: 0.1
Net charge: 0

Positions of all 15 atoms, in Å:
C: -0.250 0.439 1.931
C: -0.526 -0.047 0.535
I: -2.425 0.710 -0.037
C: -0.013 -1.359 -0.072
C: 0.511 -0.021 -0.539
C: 0.313 0.388 -1.938
I: 2.480 0.717 0.018
H: -0.017 1.546 2.161
H: 0.688 -0.101 2.380
H: -1.125 0.116 2.617
H: 0.499 -1.941 0.699
H: -0.691 -1.843 -0.659
H: 0.298 1.448 -2.061
H: -0.766 -0.042 -2.219
H: 1.024 -0.010 -2.814

# 3
Here is a structure of composition C3H9AgBrO4P at a distorted geometry from the Open Molecules 2025 dataset. Energies are from the ωB97M-V functional and the def2-TZVPD basis.

Properties
Strongest force on any atom in eV/Å: 1.1
Energy relative to the best compared isomer or geometry (same formula, charge and spin) in kJ/mol: 94.5
Frontier orbital gap (alpha / beta) in eV: 6.305 / 3.471
LUMO level (alpha / beta) in eV: -6.5 / -9.2
Net charge: +1
Spin multiplicity: 2

Positions of all 19 atoms, in Å:
Ag: 5.102 20.956 -1.825
Br: 2.961 19.267 -1.997
C: -0.842 17.341 -1.720
O: -1.813 17.565 -2.715
P: -1.599 17.068 -4.219
O: -2.696 17.391 -5.098
O: -1.230 15.552 -4.140
C: -1.686 14.591 -3.192
O: -0.195 17.676 -4.662
C: 0.152 19.025 -4.437
H: -1.344 17.271 -0.753
H: -0.106 18.146 -1.635
H: -0.303 16.399 -1.849
H: -2.051 13.733 -3.748
H: -2.448 15.004 -2.533
H: -0.845 14.253 -2.581
H: -0.719 19.680 -4.449
H: 0.830 19.331 -5.230
H: 0.677 19.116 -3.473

# 4
Here is the molecule C4H6N2O at a distorted geometry from the Open Molecules 2025 dataset. Energies are from the ωB97M-V functional and the def2-TZVPD basis.

Properties
Strongest force on any atom in eV/Å: 4.5
Energy relative to the best compared isomer or geometry (same formula, charge and spin) in kJ/mol: 363.5
Frontier orbital gap in eV: 9.145
LUMO level in eV: 0.8
Net charge: 0

Positions of all 13 atoms, in Å:
C: 1.863 0.502 -0.223
N: 0.858 -0.429 -0.510
C: -0.443 -0.191 0.067
C: -1.490 -1.259 0.019
N: -2.664 -0.680 0.245
O: -2.487 0.564 0.619
C: -1.171 1.011 0.444
H: 1.822 1.557 -0.610
H: 2.803 0.047 -0.717
H: 2.112 0.597 0.947
H: 1.118 -1.428 -0.670
H: -1.346 -2.311 -0.407
H: -0.974 2.020 0.796

> The highest net charge belongs to which entry?

C3H9AgBrO4P

> Which formula does entry 4 have?

C4H6N2O

> Look up the net charge of the first one.

0

> Which of these has the highest strongest force on any atom?

C36H72O27